This record from the OMol25 dataset describes 8 unconnected molecules or ions with the total composition C38H98N6O18. The level of theory is the ωB97M-V functional and the def2-TZVPD basis.

Positions of all 160 atoms, in Å:
H: -8.07990 2.88766 -0.24737
C: 5.08591 2.52810 1.44557
C: 0.35772 4.87986 0.86763
H: 5.61437 3.13166 0.70765
H: 0.28447 -3.32670 0.93103
C: -3.54102 -2.14439 -1.83414
H: -2.43157 -0.93860 -0.42082
C: -6.15832 3.46689 4.62987
H: -1.50006 -3.36451 -4.28211
C: -3.81291 -4.31811 1.84212
C: 5.44627 2.83439 2.89009
O: 0.04619 -4.67086 -4.59633
H: -2.39333 -0.32619 -2.07283
H: 9.22145 0.94309 3.59668
O: -3.10953 2.87098 -2.10503
H: -3.36080 1.54137 2.18532
H: 0.00240 0.43209 -0.57925
C: -0.02035 -5.38590 -5.84364
C: 7.09744 0.92236 3.55191
H: -0.38325 5.48213 0.34197
C: 2.67026 -2.67578 -4.43617
H: -0.19459 -2.51775 -2.51793
H: 7.52267 2.70721 2.47110
N: 6.92059 2.45683 3.24240
C: 4.04996 -3.36420 -4.23674
H: 3.33386 5.33449 -2.46177
H: 2.06695 0.85321 -4.05855
C: -0.84829 1.46571 3.51014
H: -7.51461 3.53455 -1.79205
H: -5.35437 -3.73718 -2.64700
H: -7.09596 1.43076 -2.53048
H: -4.76021 0.94076 -2.88564
H: -3.35707 -2.69138 0.65496
H: 0.61437 -4.89779 -6.58321
H: -1.47160 0.57213 3.47709
H: 2.06777 2.54692 -1.79201
O: -1.83455 1.98662 -0.61100
H: -5.19270 4.75159 2.42036
H: 0.53481 -4.52460 -0.89417
H: 8.71870 -0.16387 4.60296
H: 3.95328 4.22668 -1.29737
H: -0.34273 -2.82729 -5.52925
H: -0.57712 3.54619 -0.93399
H: 0.26968 -1.45718 -3.74064
C: -3.51696 -5.00447 3.17913
H: -1.02070 -5.46523 -6.26920
C: -5.28622 0.33873 -2.14472
H: 5.19292 3.88995 2.98852
H: 1.78997 -3.87559 -2.95324
C: 2.03953 5.24718 -0.75978
H: 1.33298 5.75136 -1.41907
H: -4.60379 0.11722 -0.09827
N: 1.70328 -2.93859 -3.32012
H: -3.97822 4.58417 3.64794
H: -1.57096 -2.75042 3.00368
N: -3.17747 -2.91597 1.62316
C: 3.03664 2.70001 -3.69764
H: -3.87347 1.04799 -0.94314
H: -6.76805 4.12155 -0.27559
H: -0.20675 0.36817 -5.15343
O: 8.57443 1.75020 5.48605
O: 1.36756 4.26348 -0.03236
H: 0.26542 -6.42505 -5.68055
C: -4.97358 -3.94557 -1.64716
C: 3.03341 4.51910 -1.80376
H: 6.07387 -2.18582 -2.44128
C: 7.62955 1.38856 6.51399
H: -1.41749 1.51163 -4.47126
C: 4.79057 0.15041 1.28153
H: 2.86396 -1.60314 -4.42998
C: -3.03434 -0.77525 -1.31418
H: -2.72687 -2.86826 -1.86975
N: -2.73722 2.32964 2.08604
C: 1.94722 1.86093 -4.45639
H: -3.50084 -4.42526 4.10236
H: 4.85313 2.33331 3.65508
O: -1.24471 -3.75779 -0.18759
C: -4.55145 4.02012 2.91217
H: 3.19441 3.61800 -4.26377
H: 4.65386 -0.13484 2.32462
H: 0.83615 5.50304 1.62319
H: -2.73397 2.38113 4.12942
O: 0.51674 2.11694 -4.19974
H: 4.47637 -1.32216 -2.50267
H: -0.53101 0.58513 -3.41114
O: 2.00879 -1.31364 -1.14660
C: -1.92591 2.52197 3.41157
H: 0.43006 -0.54629 2.00004
H: -3.81440 -1.86233 -2.85091
H: -4.19666 -5.84002 3.34632
C: -3.54653 3.61991 1.80812
C: -1.70027 -2.66008 1.92515
H: -3.70733 -2.19288 2.08845
C: -0.45255 -3.35779 -4.58340
H: -1.50335 -1.60474 1.73650
O: 5.62654 1.28225 1.10317
C: -2.07010 2.85099 -1.43717
O: -5.34511 2.99224 3.53926
H: -2.76482 4.33390 1.54878
C: -0.41582 1.09439 -4.36794
O: 1.55663 0.79454 -1.03808
H: 7.20944 3.06439 3.99574
H: -1.43318 3.49380 3.44111
H: -6.85608 2.67045 4.88853
C: -0.75274 -3.59394 1.13326
H: 2.63352 5.86975 -0.09068
H: 2.19599 1.61600 -5.48898
H: -0.87702 -4.97603 4.77268
C: 8.44591 0.86271 4.35837
H: 7.83473 1.94489 7.42860
O: -4.50632 -2.76897 -1.09516
H: 6.56041 1.51046 6.34025
H: -6.85835 4.20334 4.23528
H: 1.65511 0.76329 1.79935
H: -0.85780 -4.66173 -2.02089
O: 0.00688 -0.52517 -0.50692
H: 4.00267 2.51520 1.32500
H: -3.60590 -4.98864 1.00807
C: 0.81612 0.39550 2.39004
H: -4.12953 3.32167 0.93676
C: -7.20723 3.26224 -0.78236
H: 4.78405 -2.88995 -4.88812
O: -0.02437 1.49498 2.39271
C: 1.20739 -0.35883 -0.96235
C: 0.25537 -2.52256 -3.51071
H: -2.09278 -6.15878 4.99562
H: 2.09749 -2.32173 -2.62430
H: 4.89969 -2.33841 -1.20846
H: -0.13846 4.06768 1.39890
H: 6.27948 0.71668 4.24236
O: -1.16134 3.81852 -1.64541
H: -5.45757 -0.71425 -2.36823
H: 7.14909 0.25527 2.69143
O: -6.06009 2.33984 -0.94341
H: 3.80192 0.18199 0.82362
H: -0.69711 -5.63293 -0.51058
H: -2.16715 2.16367 1.26898
H: 2.12664 -2.97231 -5.33319
C: -1.41350 -5.76200 4.24114
H: 7.75483 0.34248 6.79348
H: -4.23768 -4.73471 -1.80141
O: -2.15473 -5.52277 3.02858
H: 1.39120 3.59129 -2.73461
H: 3.97431 2.23488 -3.39345
N: -4.27884 0.12963 -1.05449
H: 5.33854 -0.67531 0.82766
H: 1.29833 0.20025 3.34787
H: -0.30306 1.39866 4.45158
C: 4.99659 -2.25633 -2.29103
H: 3.98114 -4.39903 -4.57214
H: -4.86781 -4.11371 1.65908
H: -0.66360 -4.54758 1.65356
O: 4.44270 -3.43645 -2.84182
H: -5.55565 3.75492 5.49123
H: -5.80989 -4.29684 -1.04277
H: -7.01174 0.58588 -0.94744
C: -6.46208 1.17523 -1.68137
C: -0.54357 -4.65989 -0.97718
H: -0.70256 -6.56687 4.05441
N: 2.30675 3.29127 -2.43150

Forces on atoms 1 to 2 (eV/Å):
0.311 -0.476 0.209
0.886 -1.415 0.166

Summary:
**DFT total energy**: -3187.90227 hartree
**HOMO level**: -16.525 eV
**Max |F|**: 6.913 eV/A
**Charge**: +4
**Molar mass**: 927.23 g mol⁻¹